Below is 2 unconnected molecules or ions with the total composition C4H9N, with properties calculated with ωB97M-V with the def2-TZVPD basis set.

Summary:
- energy above the lowest of the compared OMol25 structures with the same formula, charge and spin (eV) = 4.353
- E_HOMO (eV) = -8.161
- max |F| (eV/A) = 1.56
- E_tot (eV) = -5779.4586
- gap between HOMO and LUMO (Ha) = 0.341
- SMILES string = CN1C=C1.C

Last column: natural (NBO) charge in e.
Positions of all 14 atoms, in Å:
C 2.0938 0.0668 -0.4296  -0.437
N 0.7075 -0.3529 -0.2224  -0.449
C 0.0428 0.4136 0.8344  -0.033
C 0.3514 -0.7828 1.1615  -0.108
H 2.5668 0.5312 0.4516  0.168
H 2.6781 -0.8073 -0.7289  0.201
H 2.0949 0.7882 -1.2542  0.199
H -0.2874 1.4256 0.9750  0.232
H 0.6375 -1.4688 1.9178  0.227
C -2.1782 0.0429 -0.5378  -0.848
H -3.0432 0.2119 0.1040  0.201
H -1.7098 1.0120 -0.7556  0.201
H -2.4334 -0.4194 -1.4848  0.215
H -1.5207 -0.6609 -0.0310  0.231

Cartesian forces, eV/Å:
0.1866 -0.0350 -0.1139
0.0376 -0.1860 -0.4890
0.6061 0.0211 0.7840
0.8301 1.2186 0.5169
-0.1530 -0.1161 -0.0701
0.0434 0.1243 -0.0086
0.1072 -0.1104 0.0914
-0.0738 -0.1174 0.0746
-0.0937 -0.6344 0.1460
-0.4022 -0.2398 -0.2104
-0.2015 -0.0445 -0.2560
0.0726 -0.4488 0.1448
-0.4673 0.0901 -0.1493
-0.4921 0.4783 -0.4603